Record 1
Computed, not measured: C26H34OPdSSi2Te as an isolated structure, with ωB97M-V with the def2-TZVPD basis set.

The geometry in XYZ format:
```
66
Properties=species:S:1:pos:R:3:forces:R:3
Pd -0.090356 0.634375 -0.476157 0.047 -0.615 -0.160
C 3.293965 1.628953 -1.295615 -0.003 -0.001 0.020
Si 2.038477 0.177106 -1.312596 -0.073 0.055 -0.055
C 3.212768 -1.296416 -0.922317 0.000 0.025 -0.008
C 1.731310 -0.050181 -3.215185 0.012 0.015 0.019
C 2.788698 -0.370781 -4.075706 0.011 -0.012 -0.002
C 2.612833 -0.516569 -5.444987 -0.005 0.000 -0.002
C 1.345225 -0.343640 -5.988712 0.006 0.000 0.002
C 0.286885 -0.021708 -5.150135 -0.006 -0.004 -0.016
C 0.446645 0.135964 -3.768124 -0.021 0.030 -0.011
Si -1.054562 0.601015 -2.626902 0.099 0.062 0.024
C -1.882829 2.010633 -3.668974 -0.014 -0.011 0.013
C -2.262451 -0.845691 -3.044204 0.002 0.017 -0.022
H 4.132456 1.434703 -1.977530 0.006 0.008 0.004
H 3.693282 1.773333 -0.287299 -0.001 -0.006 0.004
H 2.809508 2.560831 -1.597065 -0.003 -0.006 -0.007
H 4.082497 -1.326574 -1.592117 0.005 -0.001 0.007
H 2.683587 -2.250146 -1.001846 0.000 0.002 -0.003
H 3.582652 -1.208926 0.104194 -0.012 -0.002 0.005
H 3.786036 -0.508614 -3.664590 -0.002 -0.004 0.002
H 3.456077 -0.763395 -6.084128 0.000 -0.002 -0.001
H 1.185263 -0.458516 -7.057331 0.002 0.001 -0.001
H -0.699745 0.111036 -5.589039 0.002 0.000 0.002
H -2.106404 1.699174 -4.698020 0.011 0.004 -0.001
H -1.238220 2.894446 -3.713209 -0.003 0.001 0.005
H -2.827344 2.313590 -3.202831 -0.003 -0.009 -0.021
H -2.407475 -0.966536 -4.127132 -0.004 -0.004 0.001
H -3.240640 -0.676805 -2.582407 -0.002 0.008 0.001
H -1.869302 -1.783554 -2.642470 -0.002 0.002 0.004
O -0.140807 3.822768 1.673028 0.040 -0.023 0.038
S -1.610630 3.716784 1.885663 -0.059 0.029 -0.012
C -2.444112 4.613216 0.515236 0.005 -0.011 0.000
C -2.927181 3.569477 -0.480287 0.011 0.008 0.027
C -3.429581 2.419936 0.387525 -0.043 0.023 0.043
C -2.241916 2.122303 1.297129 -0.207 -0.191 -0.230
H -1.705771 5.320124 0.137784 0.014 -0.021 -0.015
H -3.279850 5.162457 0.957894 0.020 0.022 0.009
H -2.087822 3.196850 -1.074815 -0.022 0.000 -0.019
H -3.685616 3.964707 -1.159924 -0.007 0.000 0.010
H -3.662731 1.529078 -0.199226 0.035 0.001 -0.013
H -4.324558 2.716104 0.947836 -0.002 -0.006 0.004
H -1.515372 1.594178 0.627239 0.090 0.428 0.389
H -2.455258 1.480379 2.150485 0.016 0.000 0.006
Te -0.021747 -1.454144 1.054888 0.051 0.191 -0.065
C 1.515738 -1.185785 2.529310 -0.002 -0.004 0.037
C 2.493433 -2.153398 2.741275 -0.047 -0.038 0.032
C 3.492658 -1.964030 3.688906 0.005 -0.005 0.004
C 3.526333 -0.798697 4.442269 -0.005 0.010 -0.003
C 2.561251 0.178995 4.230615 0.018 -0.013 -0.004
C 1.570748 -0.012459 3.276708 0.020 0.061 -0.060
C -1.079553 -2.605252 2.714032 -0.001 -0.030 -0.001
C -1.009110 -3.995200 2.797811 0.012 0.010 0.002
C -1.749856 -4.709444 3.734169 0.004 -0.006 0.008
C -2.587770 -4.039339 4.616340 -0.004 0.001 0.004
C -2.675642 -2.653965 4.548118 0.003 -0.004 0.000
C -1.932499 -1.955279 3.603743 0.009 0.006 0.009
H 2.478635 -3.062189 2.149675 -0.003 0.004 0.009
H 4.250949 -2.726670 3.832478 0.002 0.005 0.000
H 4.307473 -0.646007 5.178823 -0.002 0.000 -0.001
H 2.589115 1.102800 4.797726 -0.003 0.001 0.004
H 0.848773 0.773698 3.081432 0.012 -0.005 -0.008
H -0.360841 -4.535054 2.112839 -0.007 -0.001 -0.008
H -1.675347 -5.792111 3.775098 0.000 0.000 0.002
H -3.169984 -4.590817 5.346498 0.002 0.000 0.001
H -3.328875 -2.118158 5.230119 -0.002 -0.001 0.003
H -2.021515 -0.872963 3.553994 0.001 0.006 -0.005
```
Positions in Å, forces in eV/Å.

total charge = -2
Kohn-Sham gap = 3.522 eV

=====

Record 2
Computed, not measured: C39H45BrN2NiOPS as an isolated structure at a distorted geometry, with ωB97M-V with the def2-TZVPD basis set.

The geometry in XYZ format:
```
91
Properties=species:S:1:pos:R:3:forces:R:3
Ni -0.270841 -1.074294 -0.220609 1.331 0.421 -0.062
C -3.079700 -3.981363 0.617363 -0.046 0.058 -0.115
C -3.743377 -2.633665 0.330911 0.420 -0.139 -0.101
C -4.858481 -2.327864 1.350089 -0.027 0.042 -0.066
P -2.490051 -1.280175 0.056077 -1.285 0.397 0.672
C -3.466001 0.000152 -0.877449 0.120 -0.193 -0.153
C -4.790260 0.425195 -0.253521 0.064 -0.004 0.040
C -3.664897 -0.463366 -2.323246 0.075 0.022 0.074
C -2.125437 -0.460789 1.640701 0.281 0.103 -0.087
C -2.490630 -0.917240 2.904470 -0.039 0.085 0.032
C -2.209206 -0.183158 4.046078 -0.080 0.034 -0.015
C -2.545410 -0.699781 5.417539 0.013 0.122 -0.011
C -1.660838 1.091942 3.868218 -0.081 -0.149 0.073
C -1.221855 1.534456 2.638654 0.057 -0.111 -0.234
C -1.281585 0.684022 1.512784 -0.520 0.235 0.430
N -0.624226 0.845423 0.318596 0.139 -1.390 -0.355
C 0.043220 2.013956 -0.082042 0.075 0.613 -0.283
C -0.221430 2.524495 -1.380425 -0.002 -0.101 0.446
C -0.966049 1.739156 -2.425829 0.034 0.097 0.063
C 0.209035 3.800699 -1.713900 0.097 0.046 -0.071
C 0.950877 4.586494 -0.844509 0.066 -0.087 0.016
C 1.354314 5.990684 -1.194942 0.061 -0.033 -0.039
C 1.370423 3.995988 0.340250 0.024 0.084 -0.056
C 0.965426 2.725459 0.719775 -0.003 -0.296 -0.120
C 1.659490 2.089024 1.896676 -0.056 0.074 -0.024
H -3.821378 -4.779885 0.570302 -0.008 0.001 0.029
H -2.633592 -3.993049 1.611594 -0.015 -0.016 0.025
H -2.305536 -4.195336 -0.121554 -0.009 -0.085 0.017
H -4.189831 -2.714313 -0.664830 0.011 0.074 -0.010
H -4.800685 -3.017763 2.192388 0.022 0.008 0.014
H -5.838208 -2.456861 0.891517 -0.005 -0.030 0.003
H -4.809352 -1.318104 1.744851 -0.077 -0.007 0.025
H -2.801522 0.861968 -0.864698 0.071 -0.034 0.004
H -5.533997 -0.369763 -0.300175 -0.027 0.020 0.021
H -5.181127 1.273422 -0.818739 -0.016 -0.002 -0.003
H -4.668536 0.746769 0.781382 -0.022 -0.019 0.007
H -4.431120 -1.238569 -2.388320 0.014 -0.019 -0.006
H -2.741422 -0.858991 -2.750954 -0.022 0.011 -0.077
H -3.994863 0.369970 -2.945316 -0.011 -0.001 0.003
H -3.023541 -1.854023 3.006355 0.024 -0.009 0.023
H -2.962395 -1.705011 5.367712 -0.002 -0.009 0.030
H -3.270682 -0.051963 5.913730 -0.011 -0.042 0.024
H -1.654020 -0.728327 6.047817 -0.029 -0.056 0.026
H -1.562208 1.740084 4.732197 0.035 0.032 -0.023
H -0.800905 2.523171 2.535713 0.079 0.011 0.031
H -0.972639 0.675107 -2.196304 -0.070 -0.035 -0.078
H -0.491493 1.878388 -3.397849 0.044 -0.026 -0.017
H -1.996071 2.085746 -2.522545 -0.072 -0.097 0.012
H -0.052417 4.196283 -2.690911 -0.008 -0.010 0.001
H 0.720117 6.397249 -1.981408 -0.009 0.023 0.018
H 2.386932 6.028407 -1.550424 -0.007 0.008 0.015
H 1.285177 6.637961 -0.321168 -0.005 0.044 -0.031
H 2.058224 4.538088 0.982565 -0.025 -0.010 0.041
H 1.495897 2.633632 2.827111 -0.018 -0.030 0.026
H 2.735303 2.087231 1.706048 0.012 -0.028 0.026
H 1.334217 1.063282 2.039260 -0.014 0.234 0.052
O 1.678960 -0.895805 -0.815766 -0.486 -0.525 0.117
S 2.599229 0.252145 -1.154317 0.718 0.245 -0.717
C 2.433328 0.488874 -2.933682 -0.221 0.062 0.216
C 2.806857 1.703806 -3.482808 -0.059 0.063 0.146
C 2.660332 1.892916 -4.848176 0.013 -0.002 -0.057
C 2.146204 0.873859 -5.639193 0.033 0.030 -0.022
C 1.783069 -0.341264 -5.073586 0.007 0.030 -0.004
C 1.929669 -0.540376 -3.709558 -0.104 -0.061 0.041
C 4.239739 -0.487473 -1.261721 -0.166 0.099 0.160
C 4.401036 -1.855006 -1.381336 -0.112 -0.089 0.019
C 5.684479 -2.366704 -1.503473 0.020 -0.036 0.024
C 6.780506 -1.515498 -1.507117 -0.022 0.047 0.014
C 6.599334 -0.143177 -1.393526 0.038 0.009 0.006
C 5.322138 0.378964 -1.268447 -0.093 0.049 0.046
H 3.190505 2.493482 -2.847699 -0.048 0.051 -0.019
H 2.935562 2.838895 -5.295241 0.016 -0.007 0.016
H 2.031486 1.028481 -6.703895 -0.015 -0.003 0.007
H 1.383161 -1.129879 -5.696844 0.013 -0.016 0.016
H 1.647551 -1.477593 -3.246038 -0.008 0.003 -0.019
H 3.537404 -2.508015 -1.380933 0.004 0.022 0.047
H 5.827801 -3.435530 -1.589727 0.001 0.004 -0.013
H 7.779573 -1.920612 -1.593530 -0.003 -0.006 -0.010
H 7.452623 0.521507 -1.389217 0.003 -0.008 -0.022
H 5.165077 1.448729 -1.186917 0.048 -0.007 0.060
Br 0.578360 -3.806067 5.856618 0.007 0.062 -0.250
C 0.551704 -3.234337 4.058315 -0.054 0.008 0.127
C 0.042011 -4.056572 3.066554 0.019 0.015 0.063
C -0.004885 -3.567556 1.773769 0.040 -0.170 -0.063
N 0.403348 -2.344633 1.436385 -0.107 0.411 -0.248
C 0.945688 -1.590158 2.396785 0.086 0.063 0.055
C 1.037734 -1.982442 3.716973 0.051 -0.099 0.061
H -0.324195 -5.047456 3.293165 0.032 -0.015 -0.028
H -0.372469 -4.197836 0.976936 -0.077 0.068 -0.021
H 1.327696 -0.625949 2.091902 -0.095 -0.168 -0.003
H 1.478549 -1.331976 4.458291 -0.027 0.043 -0.026
```
Positions in Å, forces in eV/Å.

2S+1 = 3
total charge = +1
Kohn-Sham gap (alpha / beta) = 7.061 / 6.101 eV

=====

Record 3
Computed, not measured: one molecule with the formula CH4N2 at a distorted geometry, with ωB97M-V with the def2-TZVPD basis set.

The geometry in XYZ format:
```
7
Properties=species:S:1:pos:R:3:forces:R:3
C -0.614602 0.458818 0.799521 0.554 -0.737 0.029
N -0.496326 0.185313 -0.431455 -0.190 0.407 -0.384
N 0.494165 -0.655653 -0.874940 -0.861 0.045 0.561
H -1.411831 1.132436 1.085046 0.018 -0.100 0.101
H 0.038197 -0.011587 1.563680 -0.267 0.419 -0.237
H 0.675724 -0.470234 -1.839555 0.157 0.046 -0.321
H 1.314674 -0.639092 -0.302296 0.589 -0.081 0.252
```
Positions in Å, forces in eV/Å.

SMILES = C=NN
Kohn-Sham gap = 10.472 eV

=====

Record 4
Computed, not measured: a 3-piece molecular cluster, C18H45FN9O2P2 overall at a distorted geometry, with ωB97M-V with the def2-TZVPD basis set.

The geometry in XYZ format:
```
77
Properties=species:S:1:pos:R:3:forces:R:3
N 4.449887 -4.502394 -5.586829 1.138 1.757 2.147
C 4.663714 -3.146526 -5.172717 -1.393 1.543 0.490
N 5.933285 -2.676677 -4.997539 -1.390 -2.053 -0.834
N 6.349665 -1.484730 -4.632926 -1.296 1.638 0.548
C 5.403421 -0.596018 -4.351389 -2.111 0.097 -0.087
C 3.917743 -0.842637 -4.463446 2.012 -3.429 -1.124
C 3.538152 -2.195352 -4.910579 1.184 1.500 0.608
C 2.045481 -2.614966 -5.116676 0.588 1.015 -0.697
C 1.071728 -2.012258 -4.049779 -0.735 -0.865 -0.274
F 0.928154 -0.603246 -4.177894 0.755 -1.264 0.018
H 5.327454 -4.989211 -5.345026 -0.507 -0.201 -0.646
H 3.772859 -4.885129 -4.909191 -0.038 -0.002 -0.753
H 6.676113 -3.359061 -5.202112 -0.114 0.690 0.198
H 5.697911 0.428271 -4.013050 0.145 -1.239 -0.423
H 3.161651 -0.056979 -4.247259 0.712 -0.753 -0.164
H 1.938436 -3.728154 -5.237856 -0.029 1.139 0.429
H 1.744270 -2.174086 -6.115530 0.292 -0.525 0.934
H 0.043261 -2.432893 -4.238067 1.064 0.335 0.351
H 1.405435 -2.288885 -3.019175 -0.342 0.589 -0.720
O -2.622171 -2.803336 -2.395704 -2.129 2.654 -2.458
P -3.248448 -1.930899 -1.304488 4.269 -4.486 5.301
N -1.726412 -1.403010 -0.675197 0.452 0.748 -0.312
C -1.440166 -0.954970 0.679691 -0.381 0.341 0.339
C -0.930061 -0.603630 -1.600864 0.094 -0.382 -0.385
N -3.810696 -3.293684 -0.393931 -0.947 -0.861 0.257
C -3.074123 -3.830320 0.736040 0.001 0.647 0.361
C -4.340193 -4.405802 -1.187007 0.050 0.302 -0.276
N -4.094420 -0.865771 -0.168372 -1.906 0.750 -2.805
C -5.423036 -1.273332 0.328386 -0.312 -0.341 0.372
C -4.290530 0.466561 -0.791042 0.499 0.539 0.162
H -1.821336 0.052870 0.881583 0.091 0.043 0.079
H -0.359319 -0.930924 0.850248 -0.030 0.026 -0.269
H -1.831376 -1.619647 1.443825 -0.207 0.001 -0.158
H -1.205742 0.458663 -1.569141 0.179 0.081 0.084
H -1.051333 -0.943960 -2.628660 -0.202 -0.049 0.101
H 0.136941 -0.689634 -1.369309 -0.049 0.079 0.159
H -2.029708 -4.039619 0.486001 0.147 -0.025 0.099
H -3.527258 -4.751852 1.108563 -0.121 -0.011 -0.324
H -3.122813 -3.144986 1.586095 0.222 0.050 -0.034
H -3.541485 -5.047305 -1.578844 -0.099 -0.017 -0.081
H -4.926636 -4.031224 -2.027565 0.118 -0.072 -0.053
H -5.017744 -5.014318 -0.582650 0.089 0.082 0.157
H -6.090350 -1.563313 -0.486950 -0.103 0.013 0.133
H -5.893614 -0.454797 0.881095 0.231 0.243 -0.275
H -5.355685 -2.093223 1.039477 0.184 -0.087 -0.274
H -4.971322 0.412064 -1.645382 -0.120 0.129 0.126
H -3.344613 0.880897 -1.147836 0.078 -0.162 0.009
H -4.688786 1.181388 -0.068264 -0.009 -0.154 0.020
O 0.037559 1.256951 2.898939 -1.520 -0.940 3.793
P 0.483127 2.512180 3.644906 2.774 2.645 -7.120
N -0.405525 3.591512 2.624448 -0.885 0.284 0.195
C -0.109853 4.989481 2.357815 0.206 0.338 0.387
C -1.859594 3.433099 2.680089 -0.106 -0.530 -0.221
N 2.116672 2.396542 3.070071 1.319 -0.424 0.136
C 2.592077 3.149297 1.924892 -0.204 0.621 0.305
C 2.667319 1.041563 3.008926 -0.365 -0.013 0.210
N 0.975250 3.873462 4.667581 -0.756 -2.185 2.533
C 2.283579 3.811374 5.347608 0.576 0.052 -0.039
C -0.027092 4.071140 5.743879 -0.537 0.511 -0.099
H -0.366950 5.646094 3.198541 -0.017 0.078 -0.011
H -0.681607 5.334562 1.490308 -0.134 -0.255 0.070
H 0.930376 5.166285 2.101206 0.036 -0.150 0.200
H -2.300614 4.001766 3.509242 -0.074 0.134 -0.088
H -2.144436 2.388144 2.808121 0.194 -0.009 0.030
H -2.323146 3.768456 1.747516 0.095 0.110 0.046
H 1.949414 3.017453 1.048690 -0.032 0.095 -0.153
H 3.609328 2.860107 1.649233 -0.080 -0.282 0.166
H 2.672778 4.211283 2.170477 -0.170 0.038 -0.137
H 2.351936 0.510854 2.101433 0.009 -0.103 0.077
H 2.351243 0.460535 3.876576 -0.062 -0.067 -0.130
H 3.759959 1.073854 3.038205 -0.009 0.188 -0.054
H 2.419391 2.867916 5.882201 0.127 0.097 0.061
H 2.381166 4.629474 6.067260 -0.427 -0.050 0.026
H 3.108655 3.946254 4.652086 -0.204 -0.236 -0.131
H -0.042858 3.224117 6.435580 0.060 0.151 0.135
H -1.033479 4.181510 5.333492 0.054 -0.077 -0.155
H 0.179140 4.982780 6.307924 0.108 -0.074 -0.088
```
Positions in Å, forces in eV/Å.

total charge = +1
Kohn-Sham gap = 4.734 eV